No. 1
C34H75N6O7P2 | the ωB97M-V functional and the def2-TZVPD basis

CARTESIAN COORDINATES (ANGSTROEM)
C1 2.716 -3.797 1.142
C2 3.340 -4.933 0.133
C3 3.409 -4.421 -1.456
C4 2.009 -4.830 -2.212
N1 0.767 -4.183 -1.601
N2 0.232 -3.243 -2.468
C5 -0.701 -3.846 -3.494
C6 -2.173 -4.286 -2.834
C7 -2.634 -3.340 -1.578
N3 -4.114 -3.056 -1.721
C8 -4.980 -4.247 -1.379
C9 -5.783 -4.118 0.052
C10 -5.921 -2.589 0.628
P1 -2.285 -4.099 0.157
N4 -2.394 -5.713 0.213
N5 -1.944 -1.959 -1.562
C11 -0.444 -2.092 -1.700
N6 0.451 -1.148 -1.182
P2 -0.059 0.302 -0.279
C12 1.085 0.687 1.205
C13 -0.346 1.818 -1.405
H1 3.525 -3.232 1.781
H2 1.910 -4.231 1.907
H3 2.141 -2.955 0.530
H4 4.430 -5.190 0.547
H5 2.669 -5.888 0.234
H6 4.364 -4.981 -1.904
H7 3.546 -3.255 -1.472
H8 1.891 -6.009 -2.106
H9 2.112 -4.626 -3.371
H10 0.079 -4.911 -1.310
H11 -0.183 -4.766 -4.017
H12 -0.987 -3.070 -4.355
H13 -1.994 -5.391 -2.426
H14 -2.958 -4.378 -3.702
H15 -4.370 -2.688 -2.663
H16 -5.826 -4.312 -2.219
H17 -4.427 -5.286 -1.417
H18 -6.865 -4.597 -0.001
H19 -5.189 -4.735 0.860
H20 -7.025 -2.481 1.064
H21 -5.796 -1.741 -0.168
H22 -5.196 -2.438 1.546
H23 -3.205 -3.422 1.080
H24 -0.947 -3.650 0.565
H25 -3.168 -5.893 0.920
H26 -2.240 -1.555 -0.647
H27 1.494 -1.291 -1.319
H28 1.025 -0.180 2.021
H29 2.237 0.751 0.909
H30 0.751 1.671 1.778
H31 0.469 2.648 -1.232
H32 -0.368 1.449 -2.539
H33 -1.413 2.248 -1.159
C14 6.395 -5.614 3.029
C15 5.581 -4.555 3.724
O1 5.392 -3.455 3.208
C16 5.008 -4.894 5.073
H34 6.744 -5.229 2.065
H35 7.265 -5.873 3.638
H36 5.778 -6.498 2.850
H37 5.816 -5.122 5.774
H38 4.330 -5.747 4.985
H39 4.445 -4.036 5.455
C17 4.156 5.583 -2.538
C18 3.406 4.433 -1.920
O2 2.462 4.624 -1.155
C19 3.855 3.041 -2.275
H40 3.722 6.527 -2.192
H41 5.205 5.548 -2.234
H42 4.074 5.538 -3.627
H43 4.891 2.893 -1.960
H44 3.759 2.883 -3.353
H45 3.223 2.312 -1.757
C20 -4.544 4.310 -2.749
C21 -5.294 3.160 -2.131
O3 -6.238 3.351 -1.366
C22 -4.845 1.768 -2.486
H46 -4.978 5.254 -2.403
H47 -3.495 4.275 -2.445
H48 -4.626 4.265 -3.838
H49 -3.809 1.620 -2.170
H50 -4.941 1.610 -3.563
H51 -5.477 1.039 -1.967
C23 0.618 6.654 -0.305
C24 -0.591 7.225 0.387
O4 -1.729 6.970 -0.002
C25 -0.353 8.119 1.575
H52 0.294 6.028 -1.144
H53 1.241 7.463 -0.693
H54 1.188 6.035 0.393
H55 0.227 8.994 1.270
H56 0.175 7.566 2.356
H57 -1.315 8.457 1.973
C26 -4.191 -5.486 4.355
C27 -4.700 -6.565 3.436
O5 -5.052 -6.310 2.286
C28 -4.761 -7.967 3.980
H58 -4.203 -4.526 3.828
H59 -4.837 -5.411 5.233
H60 -3.164 -5.708 4.655
H61 -5.432 -8.003 4.842
H62 -3.759 -8.299 4.264
H63 -5.147 -8.640 3.207
C29 3.095 2.852 3.623
C30 2.281 3.912 4.317
O6 2.092 5.012 3.802
C31 1.708 3.572 5.667
H64 3.444 3.237 2.659
H65 3.965 2.593 4.232
H66 2.478 1.968 3.444
H67 2.516 3.345 6.368
H68 1.030 2.720 5.579
H69 1.145 4.431 6.049
C32 3.109 10.888 -3.867
C33 2.729 9.450 -3.636
O7 3.441 8.701 -2.969
C34 1.446 8.963 -4.254
H70 4.058 11.099 -3.362
H71 3.233 11.073 -4.937
H72 2.340 11.546 -3.453
H73 1.496 9.062 -5.341
H74 0.603 9.535 -3.858
H75 1.301 7.907 -4.004

Results
charge: +1
LUMO level: -0.131 hartree



No. 2
H21O11 | the ωB97M-V functional and the def2-TZVPD basis

CARTESIAN COORDINATES (ANGSTROEM)
O1 -3.249 1.411 -2.060
H1 -2.372 1.529 -1.619
H2 -3.975 1.199 -1.423
O2 3.168 1.857 -3.354
H3 2.902 0.889 -2.869
H4 2.325 2.267 -3.426
O3 1.108 3.141 -1.578
H5 2.847 -3.334 0.922
H6 -2.077 0.226 3.289
O4 1.310 0.305 0.277
H7 1.247 0.483 -0.658
H8 0.931 -2.165 4.094
O5 2.837 -1.738 0.381
H9 -0.636 0.094 -2.316
H10 -1.447 0.613 1.022
O6 -2.524 1.021 2.781
H11 -1.931 1.438 2.138
H12 -0.775 0.453 -0.163
O7 -1.706 0.584 0.041
H13 1.228 2.944 -0.687
O8 2.460 -4.313 1.107
H14 0.718 2.475 -2.062
H15 1.797 -4.680 0.536
O9 -4.214 -0.141 1.332
H16 -3.520 -0.278 0.649
H17 -3.827 0.261 1.994
O10 -0.161 -0.250 -2.905
H18 3.239 -1.353 1.114
H19 -0.659 -0.710 -3.531
O11 1.610 -1.828 3.763
H20 1.843 -0.876 0.416
H21 1.500 -1.523 2.796

Results
charge: -1
LUMO level: 0.087 hartree